Formula: Cl2O8
Source: the Open Molecules 2025 dataset
Level of theory: the ωB97M-V functional and the def2-TZVPD basis

Results
orbital gap	8.763	eV

The geometry in ORCA input format:
```
! RIJCOSX wB97M-V def2-TZVPD def2/J DEFGRID3
* xyz -2 1
Cl -1.3618 -2.2337 0.5804
Cl 1.3308 2.2023 -0.5532
O -0.5823 -3.2733 1.1760
O 2.6681 1.8807 -0.0364
O 0.4902 0.9968 -0.6872
O -0.5049 -1.7990 -0.4752
O 1.4751 2.8400 -1.8140
O -1.7426 -1.2077 1.5825
O -2.6261 -2.5090 -0.1908
O 0.8536 3.1029 0.4180
*
```



Formula: C5H10NO2
Source: the Open Molecules 2025 dataset
Level of theory: the ωB97M-V functional and the def2-TZVPD basis

Results
SMILES	N[C@@H](C[O-])CCC=O
orbital gap	6.041	eV

The geometry in ORCA input format:
```
! RIJCOSX wB97M-V def2-TZVPD def2/J DEFGRID3
* xyz -1 1
O 0.6662 -0.2873 3.5297
O 1.0026 -0.7142 -3.0710
N -0.8854 -1.2986 -0.9749
C -0.2792 0.6920 0.2560
C 0.7394 0.2002 -2.1281
C 0.2132 -0.4292 -0.6694
C -0.6166 0.2273 1.6633
C 0.4906 0.3742 2.5627
H 0.0127 0.9485 -2.4008
H 1.2484 1.1927 2.3532
H -1.6760 -0.8337 -1.3262
H 0.9086 -1.0011 -0.1364
H 0.5820 1.3381 0.2949
H -0.5943 -1.9932 -1.7259
H -0.7758 -0.9034 1.7882
H -1.5705 0.6230 2.0068
H -1.0807 1.1495 -0.2363
H 1.6147 0.7154 -1.7859
*
```



Formula: C9H6F15N2O15S5Zn2
Source: the Open Molecules 2025 dataset
Level of theory: the ωB97M-V functional and the def2-TZVPD basis

Results
orbital gap	2.091	eV

The geometry in ORCA input format:
```
! RIJCOSX wB97M-V def2-TZVPD def2/J DEFGRID3
* xyz -1 1
Zn 2.4376 2.3358 2.8340
Zn -4.2773 0.4929 0.1722
S 7.3562 2.2258 -0.1519
S -7.6683 -3.8822 1.1855
S -1.3144 5.1697 -0.5017
S -2.2317 0.5285 5.4565
S 0.8464 -1.6939 -0.6919
F 6.6542 2.9933 -2.6117
F 7.9803 1.4468 -2.6019
F -1.4943 -1.9732 5.6044
F 0.6124 -1.7608 -3.4061
F 0.0282 6.9315 -1.8356
F 2.6949 -1.9436 -2.6784
F -1.9597 6.7881 -2.6202
F -9.4973 -4.8185 2.9868
F 8.6638 3.4746 -2.2329
F 1.7234 -0.0158 -2.6747
F -9.8324 -2.7968 2.4747
F -0.5508 5.1328 -2.9771
F -8.1789 -3.2851 3.8011
F -1.6924 -1.0988 7.6527
F -3.4213 -1.7721 6.3509
O -0.5539 -1.2697 -0.7289
O -2.6908 1.5183 6.3508
O -0.8411 0.7535 5.1090
O 8.1460 3.1576 0.6255
O -1.7901 6.1925 0.4061
O 1.0009 -3.1408 -0.4248
O 5.9116 2.3965 0.1431
O -6.7204 -2.7311 1.3108
O 7.7403 0.8244 0.1953
O -2.2856 4.1091 -0.7383
O 1.6229 -0.7529 0.1260
O -8.5247 -3.7257 -0.0518
O 0.0008 4.6234 0.0392
O -3.0434 0.3937 4.2291
O -7.0925 -5.2135 1.2595
N 4.9023 -5.1396 2.4975
N 1.5620 4.5121 -9.7573
C 0.9762 3.6873 -9.2337
C 7.7145 2.5844 -2.0048
C 1.5600 -1.2958 -2.5351
C -8.9005 -3.6886 2.7673
C 0.2766 2.5788 -8.6196
C 4.2014 -5.9408 2.9048
C -0.8953 6.0941 -2.1830
C -2.2338 -1.2213 6.3588
C 3.3523 -6.9993 3.4009
H -0.8094 2.6482 -8.5577
H 2.8014 -7.4350 2.5674
H 2.6340 -6.5708 4.1000
H 0.3671 1.7981 -9.3749
H 0.6365 2.4026 -7.6059
H 4.0959 -7.6287 3.8899
*
```



Formula: C5H11NO
Source: the Open Molecules 2025 dataset
Level of theory: the ωB97M-V functional and the def2-TZVPD basis

Results
orbital gap (spin up / spin down)	2.198 / 7.728	eV

The geometry in ORCA input format:
```
! RIJCOSX wB97M-V def2-TZVPD def2/J DEFGRID3
* xyz -1 2
O -0.7662 -2.3234 -0.3979
N 0.2827 0.4362 0.9691
C 0.6325 1.1509 -0.2462
C 1.4421 0.4285 -1.2977
C 1.3366 0.4971 -2.5816
C -0.8987 0.7724 1.6263
C -1.7289 -0.1141 2.2533
H 0.3263 -0.5765 0.9329
H -1.3584 1.8205 1.4892
H -0.1815 -3.1575 -0.6988
H 0.3856 0.7733 -3.0869
H -2.7712 0.1934 2.4689
H -0.4007 1.3554 -0.6690
H -1.2155 -1.1260 2.5963
H 1.2928 2.0214 0.0261
H 2.3742 -0.0055 -0.8192
H 2.0108 -0.1615 -3.0955
H -1.0129 -2.0116 -1.2691
*
```



Formula: C38H92N14O10
Source: the Open Molecules 2025 dataset
Level of theory: the ωB97M-V functional and the def2-TZVPD basis

Results
orbital gap (spin up / spin down)	6.858 / 2.423	eV

The geometry in ORCA input format:
```
! RIJCOSX wB97M-V def2-TZVPD def2/J DEFGRID3
* xyz 1 2
O 1.4960 -0.8974 -6.7198
O -2.4516 3.9051 -3.5195
O 4.9384 1.5971 2.3327
O -2.6312 -0.4973 -4.0403
O 0.2008 -0.6178 -2.1366
O 5.8808 -2.7582 3.1557
O -1.0207 5.5614 -1.1060
O -5.1161 -0.8009 2.1392
O 3.4595 -4.3219 -3.3618
O 1.6259 1.7817 1.5856
N -1.4701 1.9658 -3.4731
N 0.7554 0.7018 3.3188
N 3.0727 -0.5630 -4.1272
N -4.5783 -2.0191 1.6606
N -1.8658 -2.4402 -3.6252
N -2.0329 5.7758 -0.1491
N 2.3729 1.9223 3.6843
N 1.6884 -0.3270 -0.6303
N -0.0452 0.9845 -0.6109
N -3.4258 2.0759 -2.8105
N -3.7194 -2.3197 -4.7028
N 4.2683 1.8942 0.2712
N 4.5660 -3.3401 2.9832
N 6.3405 1.5892 0.5826
C -2.9150 5.0843 2.0383
C -2.5736 7.1642 -0.1335
C -3.1347 -1.9490 1.3135
C 2.8203 -4.0199 1.2823
C 3.7856 -2.7688 5.2955
C -2.7204 -3.3586 0.8373
C -2.9829 -1.0583 0.1115
C 3.4828 -2.6274 3.7885
C -1.6091 8.2405 0.2456
C 5.2551 -4.3386 0.8654
C -4.6867 -4.5887 1.8282
C -2.7434 -1.7092 -4.1042
C 4.4721 -4.5380 -4.2382
C 2.9645 0.3375 -5.2498
C -0.5641 5.4881 1.9422
C 2.0576 -3.2355 3.4980
C 4.3035 -2.0691 0.7224
C -1.4119 3.5504 0.7243
C 1.5722 1.5126 2.7734
C 3.1284 -2.9043 -3.1389
C -3.1740 7.5454 -1.5009
C -3.5208 6.5025 2.3184
C 1.5357 0.3001 -5.9194
C -2.4399 2.7593 -3.2451
C 3.3954 -1.0784 3.6105
C -1.7216 5.0575 1.0900
C -3.1157 -4.5097 1.6907
C 5.1826 1.7490 1.1189
C -5.0811 -3.1068 3.8811
C 0.5618 -0.0551 -1.1049
C 4.2202 -3.3760 1.5272
C -5.2407 -3.1612 2.3678
C 2.7970 -2.0107 -4.3906
C -6.7875 -3.0878 2.1213
C 1.6861 -3.2370 2.0051
C -3.7279 7.0825 0.9081
C 0.1719 -1.3128 -7.0542
C -2.1616 -1.5487 2.5255
H -2.0211 -3.4378 -3.6526
H 5.1595 -5.3606 1.2320
H -5.7360 -3.7827 4.4311
H 2.5870 -3.8481 0.2315
H 3.8197 0.1908 -5.9095
H 4.7241 -2.2840 5.5642
H -2.6255 -4.3855 2.6563
H -4.9059 -5.3528 2.5740
H -7.2424 -2.1690 2.4915
H -2.2953 -2.1362 3.4338
H 3.0294 -0.5118 4.4667
H 5.2168 -1.5609 1.0317
H -2.1354 3.0074 0.1162
H 0.0165 0.3258 2.7420
H 3.9106 -3.8406 5.4495
H -1.5920 5.0515 -1.6849
H -3.5449 -1.3994 -0.7579
H -4.5353 -1.7914 -4.9771
H -7.0360 -3.1090 1.0603
H -4.1105 8.0841 1.1042
H 0.7807 0.4179 -5.1421
H -1.0043 -2.0178 -3.3099
H -3.4181 1.1117 -3.1108
H 2.1929 -2.9262 -2.5799
H -4.3239 2.4940 -2.6140
H -4.4999 6.4620 0.4529
H 4.4126 -0.7155 3.4635
H -1.9403 9.2594 0.0446
H 1.6318 -2.2223 1.6109
H 4.8214 -5.5688 -4.2964
H 6.5304 1.4951 -0.4049
H 2.0006 0.2012 0.1719
H 4.4617 1.6511 -0.6898
H 3.1850 1.3381 -4.8779
H -3.9490 6.9698 -2.0070
H 3.4652 -2.3302 -5.1903
H 0.3731 1.4028 0.2078
H 2.9128 -2.4185 5.8466
H 1.8025 -2.3732 -4.6503
H 5.3328 -3.9198 -3.9832
H -3.6307 -3.2992 -4.9328
H 0.7397 0.4305 4.2915
H -0.6332 2.2983 -3.9303
H -2.8183 7.1386 2.8568
H 0.6648 -3.5896 1.8611
H -0.4545 4.9754 2.8979
H -0.6136 6.5409 2.2204
H -7.2747 -3.9995 2.4669
H 2.3593 1.6000 4.6414
H -2.9176 -3.5455 -0.2183
H -3.1855 -0.0263 0.3977
H -0.6058 8.0699 -0.1446
H 0.4383 5.3571 1.5347
H 1.9972 -4.2121 3.9783
H 3.9363 -2.4051 -2.6039
H -1.9067 -0.9649 -0.0343
H 2.7836 -5.0706 1.5701
H -2.8214 4.4583 2.9257
H 1.3397 -2.5173 3.8940
H -0.4529 3.5609 0.2063
H -3.7176 4.5371 1.5439
H -4.4489 6.3992 2.8807
H 4.9989 -4.4227 -0.1907
H -1.4460 0.9616 -3.3676
H -5.6323 -0.5095 1.3841
H 7.0546 1.3032 1.2371
H 4.1534 -4.2508 -5.2403
H -1.3971 8.1076 1.3064
H -1.6457 -3.2939 1.0076
H -3.4472 8.5921 -1.6347
H 3.6459 -1.2502 1.0142
H 6.2673 -3.9699 1.0319
H 4.3156 -2.1036 -0.3670
H -1.1004 -1.5603 2.2772
H 0.0971 -2.2602 -7.5880
H 3.1895 2.2363 3.1796
H 6.2765 -3.2672 3.8671
H -5.1348 -4.7231 0.8437
H -4.1443 -3.4824 4.2927
H 2.8006 -0.8631 2.7228
H -0.5189 -0.6343 -7.5548
H -2.2654 -0.4940 2.7802
H 2.1841 -0.9654 -1.2360
H -1.3498 2.9508 1.6324
H -2.3201 7.4507 -2.1717
H -0.3579 -1.3753 -6.1036
H 2.3106 -0.3313 -3.5063
H -0.9445 1.2692 -0.9719
H 1.3993 1.1358 -6.6058
H -2.7327 -5.4361 1.2628
H 3.2916 1.9695 0.5170
H -5.1654 -2.0965 4.2814
*
```



Formula: C47H134N12O23
Source: the Open Molecules 2025 dataset
Level of theory: the ωB97M-V functional and the def2-TZVPD basis

Results
orbital gap	8.713	eV

The geometry in ORCA input format:
```
! RIJCOSX wB97M-V def2-TZVPD def2/J DEFGRID3
* xyz 0 1
O -0.8106 -1.3118 3.1020
O -0.5381 -3.6758 -0.9339
O -0.1185 1.4817 -0.5500
O -6.8228 -5.1186 -0.6501
O -5.6993 -1.7742 2.1621
O 6.4339 5.5219 2.9701
O 3.1374 -2.8477 3.0225
O -2.7028 -6.7067 2.4372
O -3.3675 2.2864 -0.1553
O 1.5293 4.5260 0.8798
O 4.3004 1.3498 0.0295
O 2.5056 -2.1594 -2.2465
O 3.0573 -5.7303 -0.6009
O 4.0706 1.2468 -5.0255
O 7.8230 -4.5455 1.7201
O -3.2460 1.5568 -5.6249
O -2.2060 5.5755 -2.5625
O -1.9558 12.1126 -2.5837
O 0.3936 2.5046 5.2833
O -5.8417 0.0854 0.3595
O 4.4983 2.9369 -2.3568
O -3.4346 -4.5167 -4.8398
O -4.2346 -5.7616 -2.3200
N -5.3924 -5.6841 1.9084
N -3.8712 -0.6438 2.8319
N 0.6870 6.5753 0.5021
N 0.9539 -0.3088 4.8975
N 2.1341 -1.0726 -4.2854
N -3.9486 -2.9256 2.9799
N -2.7283 8.8616 -0.8417
N 4.2636 3.6537 1.7997
N 4.9191 -4.8601 1.7591
N -0.0984 4.6889 -0.6626
N 4.2003 -1.7650 -3.7502
N -0.7665 -1.3023 -2.8984
C 5.6471 -4.5487 0.5629
C 4.4637 1.8179 -6.2476
C 0.3611 3.8028 4.7269
C -0.7121 -2.7655 -3.1200
C 4.5662 0.2079 -0.8093
C -3.0612 12.7495 -3.1624
C -2.7303 2.6378 1.1344
C 4.2028 4.8697 2.6111
C 0.1666 -2.1362 3.7081
C 2.6958 -5.2024 0.6290
C 0.7203 5.1926 0.2804
C 5.2185 5.8936 2.2460
C -2.9944 6.7020 -2.1952
C 0.4467 -1.6666 5.1249
C -2.3357 11.2143 -1.5725
C -6.7667 -5.4399 1.7453
C 1.2436 0.4157 6.1030
C -2.4567 9.7514 -1.9600
C 1.2934 1.6223 -0.3249
C -0.4410 0.7785 -1.8054
C 7.3621 6.5895 2.9537
C -3.5972 -6.4825 3.4851
C 3.4374 -1.4489 2.8541
C -4.5957 1.3150 -5.3083
C 1.5776 1.8917 5.8135
C 4.0064 4.3068 -2.4113
C 8.7265 -5.4793 1.0467
C -1.4149 -3.6390 -2.0870
C -4.5818 -1.7704 2.6512
C 6.9502 -3.8465 0.8616
C -7.0536 -4.5014 0.6459
C -1.0430 -4.2638 0.2354
C 5.4025 1.5413 0.9682
C -1.3635 -6.3463 2.7809
C -3.4784 -6.3749 -1.2806
C -0.3813 -0.8179 1.8492
C 2.1935 -5.3670 -1.6624
C -6.3644 -0.7668 -0.6343
C -2.2577 7.4837 -1.1199
C 3.6164 -5.6798 1.6752
C -2.5511 5.0367 -3.8683
C 2.8783 -1.7267 -3.3291
C -7.7483 -5.9645 -1.1302
C 4.8849 2.3990 2.1897
C -5.0704 -6.5730 3.0330
C -3.9834 -5.4828 -5.7159
C -0.4333 -0.7603 -1.5715
H -1.5650 11.3460 -0.8310
H 4.1295 1.7523 2.6849
H -2.2336 9.1976 -0.0231
H -2.8609 -0.6538 2.9814
H 6.2297 1.9830 0.4178
H 5.8123 -5.4076 -0.1317
H -1.1606 -0.9988 -0.8015
H 8.9325 -5.0500 0.0377
H -3.2441 9.5847 -2.6884
H -1.8671 3.2905 1.0495
H 4.9351 -0.5946 -0.1101
H 1.4122 2.2437 0.5480
H 4.6639 4.9586 -1.7828
H 2.5982 -0.3436 -4.7686
H 1.0810 3.9050 3.9225
H -4.8987 -5.0737 -6.1556
H 0.2532 1.0610 -2.5788
H -0.0683 -1.5700 1.0572
H -3.6810 -4.6685 -3.9296
H 8.3375 -6.4580 0.9542
H 5.5632 0.5755 1.4272
H -4.8823 -5.9131 1.0706
H 2.1430 0.0252 6.6426
H 3.6322 -0.1072 -1.2887
H 0.3541 7.2342 -0.2161
H 1.7326 0.6826 -0.1000
H -3.9578 6.4083 -1.7998
H 1.2072 -2.3003 5.6392
H 5.3834 0.3215 -1.5055
H -6.2355 -3.7492 0.6440
H 4.3935 4.6991 3.6740
H -4.1587 -6.4328 -5.2220
H -8.8132 -5.5453 -1.3485
H -0.4551 -1.7309 5.7214
H -0.7498 -7.1595 3.2258
H 5.5844 -5.2239 2.4237
H -5.6791 -6.1842 3.8592
H -1.2105 -0.1796 1.4123
H -1.2914 -2.9795 -3.9972
H -6.4853 -0.2837 -1.6847
H 7.3893 -3.6338 -0.1237
H -7.3712 -6.3441 -2.0664
H -4.3730 0.1224 2.3838
H 4.4343 -1.1104 -4.5192
H -2.5010 1.7342 1.6976
H -0.0681 -3.2178 3.6980
H -0.2696 -4.0877 1.0374
H -3.5314 13.2877 -2.3494
H -3.0753 -3.0043 3.4548
H 0.2115 0.1397 4.3184
H -1.2664 -5.4615 3.4560
H 0.3812 -0.1188 2.1535
H -5.7810 -0.6014 1.0612
H 1.2926 -6.0543 -1.6378
H 4.7898 6.8332 2.5902
H 3.2204 -5.6690 2.6965
H -3.2944 7.3134 -3.0888
H -2.7652 3.9723 -3.6708
H 6.8414 7.5565 3.1850
H -4.5128 1.1123 -4.2508
H -3.2196 11.6890 -1.1001
H -2.3839 -3.1973 -1.7442
H -0.8954 -6.0932 1.8214
H -3.4330 -5.4388 3.7930
H 1.5569 6.9276 0.9137
H 7.8074 6.7945 1.9975
H -3.4952 -7.2235 4.3412
H 2.9681 4.6140 -2.1501
H 3.3043 3.5354 1.5400
H -2.4756 6.9429 -0.2070
H -2.0474 -3.8216 0.5239
H 2.7483 -5.3966 -2.6214
H -5.8282 -1.7461 -0.6746
H -5.0510 0.4311 -5.7891
H -1.4495 1.1291 -2.1130
H 4.3689 2.5710 -1.4131
H 2.7035 -4.1440 0.5554
H -3.2371 -5.5957 -6.5657
H -4.9319 -5.3102 -1.7785
H -0.8046 5.2908 -1.1261
H 5.1045 1.2758 -6.8734
H 1.2168 -0.8102 -3.9593
H -3.4208 3.2187 1.7115
H 0.3438 4.6542 5.3904
H 2.3372 1.9578 4.9776
H 1.6883 -5.4476 0.9000
H 4.9300 -2.1344 -3.1590
H -5.2808 2.1667 -5.4968
H -7.3722 -1.0388 -0.3496
H 4.2527 4.6360 -3.4415
H -1.7325 -1.0725 -3.0319
H 1.8307 2.3388 6.8015
H -1.6533 -4.6499 -2.5026
H -3.2084 -5.6714 -0.5260
H 3.1793 5.2850 2.5367
H -0.6085 3.8872 4.2450
H -7.3625 -6.4313 1.6656
H 1.7895 -4.3585 -1.5805
H 1.7229 2.2829 -1.0664
H 6.6554 -2.9371 1.4679
H 0.4273 0.4097 6.8410
H -2.5880 -6.8259 -1.7945
H -4.5428 -3.7283 2.7233
H -0.3315 3.7340 -0.5339
H -3.9870 1.6064 0.0930
H 1.0139 -1.9816 3.1069
H -7.9809 -3.9609 0.6068
H 5.4333 6.0631 1.2192
H -7.0539 -5.0622 2.6818
H -1.2298 -5.3823 0.1883
H -7.8848 -6.8061 -0.4676
H -5.3650 -7.6368 2.8084
H -1.2114 7.3793 -1.2991
H -3.4365 5.6122 -4.2807
H 0.3424 -3.1190 -3.2387
H 3.5517 -1.1371 1.8018
H 3.5910 1.9881 -6.8528
H -1.7558 5.0982 -4.5603
H 5.7745 2.6936 2.8352
H 4.9214 -3.9057 0.0505
H 0.5473 -1.1484 -1.1883
H 9.6756 -5.3593 1.6651
H 2.5712 -0.9191 3.2884
H -3.0114 1.0611 -6.4083
H -3.8211 12.0993 -3.6351
H 3.8579 -3.2941 2.5353
H -1.4685 9.6008 -2.4387
H 4.5499 1.5173 -4.2356
H -4.1221 -7.1211 -0.7555
H 8.0638 6.3246 3.7310
H 3.7940 -6.7386 1.4281
H -2.6795 13.5230 -3.8719
H 4.9568 2.7198 -6.0831
H 4.3796 -1.2659 3.3172
*
```



Formula: C10H5Cl5CuO5
Source: the Open Molecules 2025 dataset
Level of theory: the ωB97M-V functional and the def2-TZVPD basis

Results
orbital gap	7.539	eV

The geometry in ORCA input format:
```
! RIJCOSX wB97M-V def2-TZVPD def2/J DEFGRID3
* xyz -1 1
Cu -0.0918 0.6032 -0.0374
Cl -2.1305 5.8099 0.6287
Cl 1.5745 1.2406 2.7038
Cl 1.4302 3.9578 4.2436
Cl -1.9930 3.0908 -0.8998
Cl -0.4265 6.2417 3.2055
O 2.3361 -1.5052 -2.6487
O -1.6401 -3.1278 -0.9753
O 1.2596 -1.8387 0.6757
O -1.4356 -1.2112 0.1537
O 0.6764 -0.3807 -1.6425
C -0.9608 -2.2561 -0.2045
C -1.0159 3.3184 0.5419
C -1.1017 4.5388 1.2039
C 0.5262 2.5170 2.1077
C 0.4824 3.7150 2.8126
C 0.3829 -2.8162 0.2106
C -0.3426 4.7371 2.3537
C -0.2078 2.2661 0.9555
C 1.7297 -1.0932 -1.6606
C 2.2743 -1.5124 -0.2825
H 2.9449 -2.3669 -0.4105
H 0.1590 -3.5127 1.0283
H -2.4842 -2.6965 -1.1767
H 0.7926 -3.4056 -0.6150
H 2.8260 -0.6800 0.1561
*
```